Entry 1:
{
  "formula": "CH14N2O5",
  "method": "ωB97M-V/def2-TZVPD",
  "species": ["N", "C", "N", "H", "H", "H", "H", "H", "H", "O", "H", "H", "O", "H", "H", "O", "H", "H", "O", "H", "H", "O"],
  "positions_angstrom": [[-1.118545, 0.850372, -1.477119], [-0.109634, 0.133007, -2.352331], [0.988073, -0.481706, -1.673828], [-1.452035, 0.269009, -0.673633], [0.337786, 0.863430, -3.002468], [-0.560507, -0.581598, -2.995161], [0.668949, -1.264253, -0.991483], [-1.541725, -0.077852, 1.691566], [0.244763, 1.528840, 1.402749], [-2.065146, -0.752504, 1.074795], [-1.376540, -1.393028, 0.778635], [-0.250544, -3.172815, 0.519895], [-0.139433, -2.272271, 0.208579], [1.689947, 0.185513, -1.368412], [-0.269242, 1.685168, 2.989648], [-0.115026, 1.049728, 2.312348], [1.589174, -0.634054, 1.953002], [1.013584, -1.652816, 0.913603], [1.864692, -1.018748, 1.145189], [0.631599, 3.029456, 0.406928], [-0.533021, 1.592720, -1.069924], [0.502838, 2.114402, 0.207431]],
  "forces_ev_per_angstrom": [[2.5, -2.0, 0.2], [-0.2, 0.4, -1.4], [-2.0, -0.1, 2.1], [-0.5, 0.0, -0.2], [-0.2, 0.6, -0.2], [-0.8, -0.7, -0.2], [0.8, 0.4, -0.6], [-1.2, -1.8, -1.6], [-0.6, -0.4, 1.1], [1.2, 2.4, 1.3], [0.1, -0.1, 0.1], [0.0, -0.3, -0.2], [0.4, 0.6, -0.2], [0.2, -0.3, 0.6], [-0.1, 0.8, 0.7], [0.3, -0.9, -1.4], [-0.4, 1.0, 1.5], [1.4, 0.7, 0.0], [-1.1, -1.7, -1.7], [0.0, 1.1, 0.1], [-0.4, 1.2, 0.9], [0.4, -1.2, -1.0]],
  "lowdin_charge": [0.226, -0.272, 0.233, 0.088, 0.120, 0.112, 0.094, 0.067, -0.034, -0.127, -0.049, 0.021, -0.268, 0.106, 0.013, -0.125, -0.015, 0.022, -0.084, 0.003, 0.042, -0.175],
  "total_charge": 0,
  "max_force_ev_per_a": 3.191,
  "e_tot_ha": -531.905101,
  "e_lumo_ev": -5.91,
  "orbital_gap_ev": 3.99,
  "de_lowest_kcal_mol": 198.7
}

Entry 2:
{
  "formula": "C2H11O3S",
  "method": "ωB97M-V/def2-TZVPD",
  "species": ["C", "C", "S", "H", "H", "H", "H", "H", "H", "H", "O", "H", "H", "O", "H", "H", "O"],
  "positions_angstrom": [[-1.634097, 0.661020, 0.336669], [-0.198107, 0.768562, -0.340096], [1.054345, -0.096762, 0.525647], [-1.760882, -0.418907, 0.376708], [-1.687430, 1.028364, 1.431201], [-2.464052, 1.051295, -0.265385], [-0.306892, 0.165763, -1.302494], [0.071469, 1.817186, -0.647609], [0.843221, -2.047586, -1.680134], [1.973686, -1.108339, -1.549992], [1.536323, -1.594587, -2.295718], [-0.996276, -2.853632, -0.436435], [0.119365, -2.221787, 0.440881], [-0.057611, -2.908568, -0.202326], [0.786819, 3.171156, 1.523590], [1.373149, 1.808084, 1.882103], [1.346969, 2.778740, 2.203389]],
  "forces_ev_per_angstrom": [[1.1, 0.1, 0.9], [-2.1, 0.1, -1.8], [1.2, 0.0, 1.5], [-0.3, -0.1, 0.3], [0.2, -0.3, -1.8], [0.2, 0.3, 0.1], [-0.1, 1.1, 0.7], [-0.2, -0.8, 0.4], [1.5, 0.7, -1.6], [-0.3, -0.1, -0.8], [-1.2, -0.7, 2.2], [0.4, 0.1, 0.3], [0.3, 1.2, 0.5], [-0.8, -1.4, -0.9], [0.1, 0.0, 0.1], [0.0, 1.2, 0.4], [-0.1, -1.4, -0.6]],
  "lowdin_charge": [-0.207, -0.791, 0.408, 0.016, 0.078, 0.040, 0.041, 0.047, 0.011, -0.046, -0.201, 0.040, -0.083, -0.124, -0.004, -0.058, -0.169],
  "total_charge": -1,
  "max_force_ev_per_a": 2.730,
  "e_tot_ha": -706.749988,
  "e_lumo_ev": 3.73,
  "orbital_gap_ev": 7.21,
  "de_lowest_kcal_mol": 15.0
}

Entry 3:
{
  "formula": "C9H24BN2O7",
  "method": "ωB97M-V/def2-TZVPD",
  "species": ["O", "C", "N", "O", "B", "O", "O", "O", "C", "C", "C", "O", "H", "H", "H", "H", "H", "H", "H", "H", "H", "H", "C", "N", "C", "C", "C", "C", "O", "H", "H", "H", "H", "H", "H", "H", "H", "H", "H", "H", "H", "H", "H"],
  "positions_angstrom": [[-5.720867, 0.528318, 0.058873], [-4.705775, 0.009115, -0.100182], [-4.103590, -0.599071, 0.995077], [-3.030775, -1.459200, 0.663834], [-2.468119, -2.010535, 1.792025], [-1.688800, -1.204099, 2.608976], [-2.567526, -3.322487, 2.065939], [-4.069987, -0.054958, -1.268600], [-3.117260, 1.004561, -1.600367], [-2.507062, 1.774036, -0.464674], [-1.227152, 2.429903, -0.993009], [-1.532019, 3.360017, -2.011480], [-4.810034, -1.085520, 1.530822], [-2.211076, -0.589446, 3.138789], [-3.202538, -3.503137, 2.767234], [-2.306446, 0.506234, -2.107623], [-3.572784, 1.646103, -2.327811], [-3.133172, 2.582107, -0.141750], [-2.199830, 1.147510, 0.351207], [-0.687919, 2.882406, -0.175652], [-0.606254, 1.623065, -1.373587], [-1.185324, 2.997393, -2.825592], [2.320646, -0.488389, -1.492178], [3.342286, -0.469749, -0.393021], [4.601050, 0.116071, -0.947258], [3.610876, -1.866201, 0.053782], [2.911650, 0.402972, 0.766081], [1.681543, -0.043231, 1.518749], [0.559097, -0.077455, 0.659904], [2.797046, -0.899555, -2.380325], [1.493441, -1.121981, -1.204399], [1.991432, 0.528434, -1.679328], [4.934096, -0.501561, -1.776064], [5.353779, 0.129628, -0.163360], [4.391023, 1.125772, -1.289245], [2.682936, -2.315521, 0.392203], [4.338879, -1.840545, 0.861088], [4.001718, -2.426313, -0.791330], [2.754902, 1.396387, 0.346942], [3.756347, 0.434101, 1.452862], [1.501850, 0.672732, 2.326111], [1.829032, -1.024894, 1.980844], [-0.199319, -0.393015, 1.175491]],
  "forces_ev_per_angstrom": [[-4.3, 2.1, 0.7], [2.8, -1.1, -0.8], [0.9, -0.1, 0.4], [-0.6, -0.5, -0.8], [0.5, 0.7, 0.3], [0.0, 0.3, 0.5], [-0.4, -0.8, -0.1], [1.2, 0.2, -0.3], [-0.2, -0.9, 0.1], [0.7, 0.6, -0.6], [-0.6, -0.7, 0.1], [0.2, 0.1, 0.1], [-0.1, -0.1, 0.0], [0.3, 0.3, -0.2], [0.3, -0.4, 0.1], [0.2, -0.5, -0.3], [-0.5, 0.4, -0.2], [-0.6, 0.2, 0.5], [-0.2, -0.4, 0.5], [0.2, 0.5, 0.2], [0.4, -0.1, -0.2], [0.0, 0.2, -0.3], [0.2, -0.2, -0.2], [-0.1, 0.0, -0.1], [0.0, 0.0, 0.1], [0.0, 0.0, 0.0], [-0.1, 0.1, 0.0], [-0.4, -0.3, 0.1], [0.0, -0.1, 0.0], [0.0, 0.0, 0.0], [-0.1, 0.1, 0.1], [-0.1, 0.0, 0.0], [0.0, 0.0, 0.0], [0.0, 0.0, 0.0], [0.0, 0.0, 0.0], [0.0, 0.0, 0.0], [0.0, 0.0, 0.0], [0.0, 0.0, 0.0], [0.0, 0.0, 0.0], [0.0, 0.0, 0.0], [0.3, 0.0, 0.0], [0.1, 0.1, 0.1], [-0.1, 0.1, 0.0]],
  "lowdin_charge": [0.206, -0.620, 0.127, 0.106, -0.821, 0.163, 0.230, 0.040, -0.123, -0.143, -0.273, -0.035, 0.159, 0.121, 0.129, 0.121, 0.128, 0.128, 0.100, 0.112, 0.097, 0.088, 0.017, -0.367, 0.011, 0.022, -0.094, -0.216, -0.064, 0.114, 0.103, 0.111, 0.113, 0.115, 0.118, 0.109, 0.120, 0.118, 0.145, 0.144, 0.142, 0.127, 0.073],
  "total_charge": 1,
  "max_force_ev_per_a": 4.850,
  "e_tot_ha": -1018.155343,
  "e_lumo_ev": -2.67,
  "orbital_gap_ev": 9.46
}

Entry 4:
{
  "formula": "C23H28N4O5",
  "method": "ωB97M-V/def2-TZVPD",
  "species": ["C", "C", "O", "C", "C", "C", "C", "C", "C", "H", "H", "N", "C", "O", "C", "N", "C", "C", "N", "C", "C", "O", "N", "C", "C", "C", "C", "C", "C", "H", "O", "C", "O", "H", "H", "H", "H", "H", "H", "H", "C", "C", "H", "H", "H", "H", "H", "H", "H", "H", "H", "H", "H", "H", "H", "H", "H", "H", "H", "H"],
  "positions_angstrom": [[-5.047246, -0.521026, -1.146083], [-5.490829, 0.831010, -0.594795], [-4.743717, 1.908953, -1.121172], [-3.488910, 2.159935, -0.658739], [-2.850467, 1.493092, 0.381225], [-1.576712, 1.864948, 0.774569], [-0.910302, 2.900288, 0.132552], [-1.546622, 3.565502, -0.913998], [-2.817632, 3.204647, -1.299344], [-3.318908, 3.718696, -2.103920], [-1.038855, 4.370244, -1.427640], [0.407199, 3.271860, 0.449706], [1.164113, 2.876349, 1.509536], [0.747186, 2.219667, 2.440830], [2.650859, 3.209171, 1.358006], [3.362042, 2.130039, 0.682568], [3.257721, 0.868048, 1.399656], [4.085843, -0.205419, 0.703813], [3.617184, -0.330845, -0.663364], [4.009252, -1.564338, -1.307909], [3.023270, -2.688245, -0.943593], [3.314907, -3.860463, -1.021316], [1.824124, -2.175940, -0.575182], [0.659351, -2.808165, -0.147034], [0.555081, -4.191189, -0.054135], [-0.617401, -4.798312, 0.384843], [-1.669040, -3.981864, 0.721172], [-1.568965, -2.593769, 0.621491], [-0.422033, -1.978917, 0.192842], [-0.357237, -0.904869, 0.124048], [-2.756387, -2.022679, 1.004403], [-3.591247, -3.094899, 1.390359], [-2.921224, -4.315352, 1.177462], [-4.516389, -3.072876, 0.793056], [-3.847621, -2.994419, 2.458431], [-0.697470, -5.869178, 0.460155], [1.403803, -4.795885, -0.325595], [1.828528, -1.157287, -0.544201], [5.026125, -1.894947, -1.054696], [3.962314, -1.442141, -2.393933], [3.866328, 0.907070, -1.367069], [2.995751, 1.980971, -0.714329], [1.940397, 1.682821, -0.844596], [3.156522, 2.938810, -1.216983], [4.924619, 1.210882, -1.316748], [3.579586, 0.796527, -2.415155], [5.153655, 0.066140, 0.736520], [3.949732, -1.158080, 1.218865], [2.216774, 0.515009, 1.466397], [3.626339, 1.025150, 2.414978], [3.084442, 3.317156, 2.354753], [2.807863, 4.132752, 0.795613], [0.826210, 3.916927, -0.205553], [-1.102842, 1.347751, 1.592068], [-3.319970, 0.671908, 0.898114], [-5.458113, 0.833914, 0.501520], [-6.517463, 1.040245, -0.910066], [-5.742964, -1.289982, -0.820426], [-4.049324, -0.775780, -0.798990], [-5.041240, -0.489645, -2.232967]],
  "forces_ev_per_angstrom": [[0.1, 0.4, 0.1], [-0.2, -0.4, 0.0], [0.1, 0.2, -0.1], [0.2, 0.1, 0.0], [-0.4, 0.0, -0.2], [0.2, 0.1, 0.1], [-0.3, -0.2, 0.0], [0.0, -0.1, 0.1], [-0.1, -0.2, 0.0], [-0.1, 0.1, -0.1], [0.0, 0.1, -0.1], [0.0, 0.4, -0.2], [0.3, 0.3, -0.1], [-0.1, -0.1, 0.2], [0.1, -0.1, 0.1], [0.0, 0.0, 0.0], [0.2, -0.3, 0.0], [-0.2, 0.1, 0.3], [0.3, 0.1, -0.2], [0.0, -0.1, 0.0], [0.0, 0.4, 0.0], [0.1, -0.3, -0.1], [0.0, 0.5, 0.0], [-0.3, -0.5, 0.1], [0.3, 0.1, -0.1], [-0.5, 0.2, 0.2], [0.2, 0.5, -0.1], [0.1, -0.6, 0.0], [-0.2, -0.1, 0.1], [0.0, 0.2, 0.0], [0.4, 0.2, -0.2], [-1.1, 0.0, 0.5], [0.3, -0.3, -0.1], [0.2, 0.0, 0.1], [0.1, 0.0, -0.2], [0.0, -0.2, 0.0], [0.0, 0.0, 0.0], [0.1, -0.2, 0.0], [-0.1, 0.0, 0.0], [0.0, 0.0, 0.0], [-0.2, 0.3, -0.1], [0.2, -0.1, -0.3], [0.1, 0.0, 0.0], [-0.1, 0.0, 0.0], [0.0, 0.0, 0.0], [0.0, 0.0, 0.0], [0.0, -0.1, 0.0], [0.0, 0.0, 0.0], [0.1, 0.0, 0.0], [-0.1, 0.0, 0.0], [-0.1, 0.1, 0.0], [0.0, 0.0, 0.0], [0.1, -0.2, 0.2], [0.0, 0.0, 0.0], [-0.1, -0.1, 0.0], [0.0, 0.1, -0.1], [0.1, 0.0, 0.1], [-0.1, -0.1, 0.0], [0.1, -0.1, 0.0], [0.0, 0.0, -0.1]],
  "lowdin_charge": [-0.059, -0.242, -0.052, -0.268, -0.006, -0.010, -0.229, -0.024, -0.001, 0.119, 0.111, 0.122, -0.460, 0.065, -0.103, -0.145, -0.163, -0.156, -0.216, -0.087, -0.452, 0.067, 0.131, -0.210, -0.009, 0.017, -0.206, -0.195, 0.075, 0.115, 0.007, -0.161, 0.034, 0.132, 0.142, 0.120, 0.100, 0.124, 0.135, 0.133, -0.164, -0.179, 0.121, 0.124, 0.128, 0.124, 0.130, 0.132, 0.118, 0.132, 0.130, 0.121, 0.136, 0.103, 0.099, 0.118, 0.123, 0.074, 0.052, 0.083],
  "total_charge": 0,
  "max_force_ev_per_a": 1.246,
  "e_tot_ha": -1488.469873,
  "e_lumo_ev": 0.53,
  "orbital_gap_ev": 8.23,
  "de_lowest_kcal_mol": 69.3
}